Formula: C32H39As2N6NiO8S2
Source: the OMol25 dataset
Level of theory: wB97M-V/def2-TZVPD

Values from the calculation:
Energy ... -243519.637 eV
Frontier orbital gap (spin up / spin down) ... 7.774 / 8.064 eV
HOMO (spin up / spin down) ... -0.376 / -0.388 hartree

```
! RIJCOSX wB97M-V def2-TZVPD def2/J DEFGRID3
* xyz 1 3
Ni -1.11805 2.70753 0.22557
N -0.95352 1.93411 2.19738
N 0.31021 1.81774 2.82306
C 1.45938 2.15376 2.14835
N 2.57926 1.75984 2.74859
S 1.43121 2.94386 0.60682
H -1.52614 2.57296 2.75902
H -1.43500 1.00853 2.18684
H 0.32286 1.29216 3.70011
H 2.54893 1.24736 3.59179
H 3.41946 1.96564 2.15089
C -0.35456 2.97968 -4.05955
C -1.12424 4.12294 -4.34286
C -1.82705 4.74265 -3.29070
C -1.85933 4.24995 -1.99898
C -1.10591 3.08482 -1.69012
C -0.41844 2.50193 -2.74246
C -2.41866 5.00026 -0.86992
C -3.51488 5.86555 -1.15222
C -4.08356 6.50050 -0.11135
C -3.61088 6.31573 1.19867
C -4.21493 6.92000 2.33517
C -3.68625 6.73367 3.55016
C -2.48930 5.93387 3.71548
C -1.92916 5.27005 2.66072
C -2.51605 5.44209 1.37666
N -1.99218 4.75437 0.31763
H 0.38520 2.57622 -4.79138
H -1.15380 4.59076 -5.31582
H -2.28639 5.70570 -3.44845
H 0.11113 1.54668 -2.56730
H -3.77785 6.06442 -2.16055
H -4.89821 7.15756 -0.28451
H -5.02441 7.62436 2.14010
H -4.06580 7.17627 4.41171
H -2.15145 5.81745 4.69541
H -1.01104 4.76273 2.78278
C -1.77574 -4.82563 2.80761
O -0.49416 -4.30182 2.43381
C -0.48199 -3.73628 1.28218
O -1.49360 -3.43281 0.63560
C 0.97726 -3.45408 0.71814
C 1.82450 -4.51649 0.59307
As 3.55634 -4.76131 -0.17603
C 4.42231 -3.91364 1.42672
C 3.44993 -3.21812 -1.56730
C 2.51176 -2.29396 -1.41824
As 1.83164 -1.74262 0.35053
C 0.30182 -0.66581 -0.29779
C 1.90305 -1.49206 -2.56603
O 0.74995 -1.59419 -2.85872
O 2.53657 -0.49989 -3.09426
C 3.98238 -0.47638 -3.07941
C 4.10669 -3.48045 -2.88769
O 3.51056 -3.50960 -3.91199
O 5.48597 -3.51197 -2.95002
C 6.34548 -3.68245 -1.81435
C 1.19921 -5.83578 0.99785
O 0.34753 -6.32535 0.35554
O 1.59689 -6.29487 2.19798
C 0.68986 -7.35709 2.75742
H -1.97573 -5.66638 2.20989
H -2.55028 -4.09565 2.76680
H -1.63034 -5.11211 3.88042
H 3.69947 -3.49931 2.06550
H 5.05633 -3.15694 1.08494
H 4.93050 -4.75066 1.87684
H -0.36556 -1.34587 -0.81575
H 0.57910 0.10995 -1.02752
H -0.19713 -0.24285 0.62305
H 4.38943 -1.13567 -3.80739
H 4.35094 -0.79898 -2.08681
H 4.24248 0.62865 -3.30407
H 6.72923 -2.74019 -1.56779
H 7.14327 -4.37892 -2.14239
H 5.89679 -4.06180 -0.94220
H -0.08953 -6.83834 3.31994
H 1.24564 -7.99400 3.43235
H 0.32606 -8.07244 1.99927
C -3.25009 -1.97903 -1.50118
N -3.19505 -1.01604 -0.36756
C -3.16045 0.31318 -0.56352
N -2.98372 0.72739 -1.85340
S -3.33714 1.43613 0.70484
H -4.25479 -1.89267 -1.95707
H -3.18925 -3.01742 -1.11585
H -2.43174 -1.88638 -2.21088
H -3.34582 -1.28030 0.54061
H -2.96346 0.11981 -2.59977
H -2.77399 1.70579 -2.07271
*
```

---

Formula: C4H4CdO5
Source: the OMol25 dataset
Level of theory: wB97M-V/def2-TZVPD

Values from the calculation:
Energy ... -19010.035 eV
Frontier orbital gap ... 9.326 eV
HOMO ... -0.362 hartree

```
! RIJCOSX wB97M-V def2-TZVPD def2/J DEFGRID3
* xyz 0 1
O -2.76072 -0.51660 -0.01626
C -2.74001 0.80741 0.14858
C -1.39307 -0.99600 -0.04777
O -3.71863 1.46956 0.39363
O -1.50695 1.28696 0.05022
C -0.61228 0.23495 -0.46720
H -1.32203 -1.82297 -0.76256
H -1.16073 -1.36167 0.96320
H -0.69343 0.32270 -1.56577
O 3.07467 -0.68513 0.67230
C 3.81966 0.40684 0.52157
O 3.25329 1.25579 -0.21159
H 4.34123 -0.80505 0.22240
Cd 1.41901 0.40322 0.09926
*
```

---

Formula: C2HO3Tl
Source: the OMol25 dataset
Level of theory: wB97M-V/def2-TZVPD

Values from the calculation:
Energy ... -12923.823 eV
Frontier orbital gap ... 7.572 eV
HOMO ... -0.275 hartree

```
! RIJCOSX wB97M-V def2-TZVPD def2/J DEFGRID3
* xyz 0 1
O -1.96881 0.58083 3.87560
C -1.40719 0.40082 2.88659
O -0.84255 0.24292 1.88011
C 1.44764 -0.60883 -2.30727
O 0.54434 0.18524 -2.66682
H 2.06565 -0.96037 -3.18933
Tl 0.16093 0.15939 -0.47889
*
```

---

Formula: C6H16
Source: the OMol25 dataset
Level of theory: wB97M-V/def2-TZVPD

Values from the calculation:
Energy ... -6479.683 eV
Frontier orbital gap ... 11.910 eV
Structure (SMILES) ... CC(C)C.CC
HOMO ... -0.402 hartree

```
! RIJCOSX wB97M-V def2-TZVPD def2/J DEFGRID3
* xyz 0 1
C 1.39415 -1.74937 0.16317
C 1.02492 -0.33786 0.55813
C 1.04497 -0.36964 2.08685
C 1.84504 0.89481 0.17168
H 2.44656 -2.08654 0.10659
H 1.18602 -2.01573 -0.80999
H 0.79750 -2.54358 0.58238
H 0.01588 0.03856 0.19763
H 1.96013 -0.91211 2.22050
H 1.07178 0.56790 2.61368
H 0.24464 -1.06005 2.30839
H 1.83586 1.00649 -0.87456
H 1.45375 1.78462 0.83651
H 2.87448 0.80432 0.48097
C -2.10740 1.41444 -1.55735
C -2.77566 0.05642 -1.16052
H -1.83820 2.03207 -0.66050
H -1.05483 1.15892 -1.94672
H -2.73199 1.85431 -2.24916
H -3.28313 -0.56247 -1.93251
H -1.91491 -0.41513 -0.76927
H -3.48958 0.43962 -0.36589
*
```